A structure of composition C24H39KN7O2Se2 at a distorted geometry, computed with the ωB97M-V functional and the def2-TZVPD basis.

Summary:
- DFT total energy (eV) = -187065.3552
- spin multiplicity = 1
- frontier orbital gap (eV) = 4.3142
- net charge = -1
- HOMO level (eV) = -2.386

Geometry as XYZ:
```
75
C24H39KN7O2Se2, DFT the ωB97M-V functional and the def2-TZVPD basis
K -0.3150 -0.4360 0.3041
C -1.1688 2.8786 -4.2206
C -0.9853 1.7263 -3.2572
N -1.7790 1.4742 -2.2955
C -2.9572 2.2466 -2.0531
C -3.6732 1.6980 -0.8227
N -4.0255 0.3150 -1.0778
C -4.3090 -0.4509 0.1235
C -4.0184 -1.9297 -0.0995
N -2.5909 -2.1560 -0.1192
C -2.2026 -3.4946 -0.4937
C -0.6796 -3.5514 -0.5799
N -0.2722 -2.5648 -1.5199
C 0.9371 -2.2789 -1.7667
C 2.1304 -2.9578 -1.1785
C 1.1129 -1.1448 -2.6926
C 2.1786 -1.0273 -3.5909
C 2.2151 0.0890 -4.4132
C 1.2103 1.0323 -4.3346
C 0.1575 0.8207 -3.4264
N 0.1463 -0.2475 -2.6335
H -2.2278 3.0273 -4.4257
H -0.6556 2.7077 -5.1610
H -0.7938 3.7969 -3.7678
H -3.6410 2.1636 -2.9122
H -2.7213 3.3103 -1.9147
H -4.5873 2.2731 -0.6324
H -3.0144 1.8006 0.0555
H -3.2049 -0.0904 -1.5263
H -5.3697 -0.3114 0.3675
H -3.7084 -0.1047 0.9811
H -4.5073 -2.2498 -1.0406
H -4.4472 -2.5095 0.7244
H -2.1710 -1.5280 -0.7993
H -2.6283 -3.7888 -1.4734
H -2.5616 -4.1916 0.2675
H -0.3432 -4.5549 -0.8733
H -0.2626 -3.3349 0.4154
H 2.0337 -2.9361 -0.0900
H 3.0583 -2.4685 -1.4545
H 2.1611 -4.0083 -1.4734
H 2.9429 -1.7861 -3.6455
H 3.0297 0.2205 -5.1148
H 1.2593 1.9118 -4.9592
O 2.4905 1.6506 5.2878
C 1.3884 0.8415 5.6471
C 0.7121 0.2615 4.3849
C -0.4905 -0.5595 4.8990
O -1.1679 -1.3149 3.9547
C 0.2958 1.4874 3.5653
Se -1.2799 1.4723 2.4056
C 1.7826 -0.6029 3.7180
Se 1.3003 -1.9759 2.4348
H 2.8600 2.0382 6.0879
H 0.6494 1.4342 6.2105
H 1.7257 0.0189 6.2992
H -1.1797 0.1489 5.3971
H -0.1249 -1.2686 5.6543
H -1.4994 -0.6922 3.2840
H 1.1241 1.8030 2.9312
H 0.0697 2.3032 4.2575
H 2.3190 -1.1577 4.4950
H 2.4983 0.0466 3.2057
C 1.8077 2.6190 -0.9616
C 2.7403 1.5452 -0.5477
N 2.4052 0.4011 -0.0217
C 3.5609 -0.2557 0.2568
C 4.6279 0.4999 -0.1182
N 4.0943 1.6538 -0.6400
H 1.0574 2.7527 -0.1858
H 1.2846 2.3408 -1.8762
H 2.3467 3.5509 -1.1236
H 3.5424 -1.2080 0.7469
H 5.6860 0.3367 -0.0619
H 4.6220 2.4391 -0.9858
```

Atom charges from the Mulliken analysis, given in e for atoms 1 to 6: 1.06 -1.93 1.10 0.30 -1.12 -0.01

---

A cluster of 13 separate species, C13H52N26O13 in total at a distorted geometry, computed with the ωB97M-V functional and the def2-TZVPD basis.

Summary:
- DFT total energy (eV) = -79698.6653
- ΔE to the lowest compared entry with this formula, charge and spin (eV) = 2.736
- spin multiplicity = 1
- frontier orbital gap (eV) = 9.0023
- net charge = 0
- HOMO level (eV) = -9.133

Geometry as XYZ:
```
104
C13H52N26O13, DFT the ωB97M-V functional and the def2-TZVPD basis
C -21.6822 -2.7888 -26.3055
O -21.5679 -2.0264 -25.3339
N -20.9554 -3.9324 -26.4635
N -22.5741 -2.6283 -27.2851
H -20.6970 -4.4681 -25.6559
H -20.9524 -4.4452 -27.3259
H -22.5701 -3.2807 -28.0455
H -23.2430 -1.8798 -27.3020
C -15.6110 -2.9827 -20.9670
O -15.2318 -4.1566 -20.7858
N -15.0068 -1.8975 -20.4311
N -16.7244 -2.6682 -21.6482
H -15.6033 -1.1179 -20.2208
H -14.1928 -2.1046 -19.8775
H -17.0167 -1.7082 -21.6563
H -17.2919 -3.4299 -21.9857
C -20.3263 -0.4747 -22.0986
O -20.3208 0.4243 -22.9181
N -21.2700 -1.4715 -22.1545
N -19.5515 -0.5082 -20.9896
H -21.6177 -1.3911 -23.1059
H -21.1534 -2.3613 -21.6978
H -19.6699 -1.2403 -20.3101
H -18.8598 0.2145 -20.9014
C -18.6690 -5.5405 -23.4919
O -17.7511 -5.4077 -22.6585
N -19.9432 -5.2179 -23.2069
N -18.5018 -6.1484 -24.6884
H -20.6662 -5.5643 -23.8226
H -20.2215 -4.8359 -22.3148
H -17.6197 -6.6145 -24.8420
H -19.2384 -6.3903 -25.3360
C -18.9817 -4.2719 -19.5524
O -19.5588 -3.4479 -20.2515
N -18.7957 -4.1786 -18.1871
N -18.5527 -5.4724 -20.0359
H -19.2294 -3.4807 -17.6092
H -18.7406 -5.1076 -17.8048
H -18.4403 -6.3007 -19.4811
H -18.3755 -5.5612 -21.0405
C -14.8896 -9.0339 -27.0945
O -14.6915 -9.7788 -28.0418
N -14.1086 -9.0356 -25.9733
N -15.9972 -8.2617 -26.9587
H -13.5570 -9.8661 -25.8498
H -14.2530 -8.4001 -25.2078
H -16.5416 -8.1375 -27.7982
H -16.0944 -7.5289 -26.2723
C -19.6095 -9.1086 -27.5217
O -20.1491 -10.2250 -27.4906
N -19.4822 -8.4027 -28.6737
N -18.8725 -8.5899 -26.5427
H -19.2282 -7.4284 -28.5075
H -19.5249 -8.8008 -29.5911
H -19.0086 -9.0469 -25.6536
H -18.2824 -7.7860 -26.6075
C -24.4688 -4.2140 -24.2107
O -24.9365 -3.8658 -25.2904
N -23.2141 -3.9816 -23.7608
N -25.1262 -5.0797 -23.3937
H -22.9949 -4.0738 -22.7766
H -22.6412 -3.5092 -24.4518
H -24.6316 -5.5245 -22.6421
H -26.0318 -5.4447 -23.6295
C -22.7467 -4.6849 -20.0196
O -22.3658 -4.4658 -21.1664
N -23.1171 -5.9430 -19.6138
N -22.9644 -3.7666 -19.0795
H -22.7142 -6.2774 -18.7504
H -23.1098 -6.6738 -20.3080
H -23.1260 -4.0002 -18.1179
H -22.9451 -2.7868 -19.3118
C -22.2530 -7.4205 -25.7056
O -21.4097 -6.6052 -25.3084
N -23.5824 -7.2050 -25.6435
N -21.9827 -8.7546 -25.6765
H -24.2190 -7.9757 -25.6794
H -23.9258 -6.2626 -25.5448
H -22.6647 -9.4334 -25.9615
H -21.0307 -9.0761 -25.6541
C -14.8781 -5.0586 -24.6614
O -15.3432 -6.1524 -25.0450
N -13.6940 -4.6469 -25.1618
N -15.4209 -4.3408 -23.6845
H -13.3810 -5.1789 -25.9545
H -13.2956 -3.7841 -24.8401
H -16.2417 -4.7240 -23.2282
H -14.9182 -3.4993 -23.4758
C -17.5067 -5.2642 -28.4538
O -18.4503 -5.9023 -27.9794
N -17.1099 -5.3671 -29.7469
N -16.9918 -4.1742 -27.8548
H -16.2603 -4.9359 -30.0602
H -17.5344 -6.0146 -30.3871
H -17.1639 -4.0064 -26.8770
H -16.2555 -3.6879 -28.3297
C -16.3197 -9.0562 -21.8376
O -16.2891 -10.2826 -21.9123
N -15.7569 -8.2880 -20.8766
N -17.0568 -8.3169 -22.7049
H -15.1594 -8.7424 -20.2072
H -15.6979 -7.2873 -20.9665
H -17.0693 -7.3131 -22.7321
H -17.6393 -8.9054 -23.2767
```

Atom charges from the Mulliken analysis, given in e for atoms 1 to 6: 0.38 -0.73 -0.06 -0.36 0.07 0.15

---

An isolated molecule of C17H13ClF10N3O3PS, computed with the ωB97M-V functional and the def2-TZVPD basis.

Summary:
- DFT total energy (eV) = -88276.7478
- spin multiplicity = 1
- frontier orbital gap (eV) = 8.2748
- net charge = 0
- HOMO level (eV) = -9.264

Geometry as XYZ:
```
49
C17H13ClF10N3O3PS, DFT the ωB97M-V functional and the def2-TZVPD basis
N 4.6284 2.7170 2.3770
C 4.1684 3.0522 1.0364
C 3.1340 2.0941 0.5021
C 3.5384 0.8612 -0.0954
N 2.6905 -0.0183 -0.5383
C 1.3647 0.2637 -0.3794
C 0.4031 -0.6538 -0.8918
C 0.9887 -1.8161 -1.6567
C 1.4767 -1.3986 -3.0482
F 0.7101 -0.3678 -3.5774
C -0.9337 -0.3766 -0.7042
C -1.9643 -1.2864 -1.3705
F -1.4850 -1.8482 -2.4984
F -3.0040 -0.5186 -1.7960
C -2.5926 -2.4370 -0.4628
F -3.9022 -2.5177 -0.7423
F -2.4595 -2.0754 0.8440
C -2.0336 -3.9217 -0.5297
F -3.0884 -4.7542 -0.4123
F -1.4223 -4.2059 -1.6883
C -1.0722 -4.2941 0.6449
F -0.4702 -5.4451 0.3493
F -0.1336 -3.3579 0.8330
F -1.7549 -4.4370 1.7803
C -1.3636 0.7964 0.0378
P -3.1098 1.1588 0.4906
O -3.9623 -0.1964 0.4289
O -3.6908 1.9311 -0.7773
S -3.3800 2.0140 2.2007
C -0.4265 1.7320 0.4199
C -0.7087 3.0921 1.0134
C -0.5059 3.1178 2.5020
O 0.0487 2.3045 3.1584
Cl -1.0818 4.6324 3.2338
C 0.9571 1.4576 0.2235
N 1.8694 2.3807 0.6387
H 4.9618 1.7650 2.4369
H 3.8953 2.8517 3.0598
H 3.7312 4.0473 1.0496
H 5.0294 3.0608 0.3659
H 4.5972 0.6465 -0.2057
H 0.3162 -2.6530 -1.7242
H 1.8656 -2.1622 -1.1117
H 1.4323 -2.2447 -3.7348
H 2.5091 -1.0556 -2.9906
H -4.0051 -0.5486 1.3296
H -4.1217 1.3231 -1.3927
H 0.0341 3.7890 0.6211
H -1.6779 3.5020 0.7514
```

Atom charges from the Mulliken analysis, given in e for atoms 1 to 6: -0.56 -1.17 0.44 -0.51 -0.48 -0.01

---

A structure of composition C27H23BBrN6O6W at a distorted geometry, computed with the ωB97M-V functional and the def2-TZVPD basis.

Summary:
- DFT total energy (eV) = -122133.2060
- ΔE to the lowest compared entry with this formula, charge and spin (eV) = 1.109
- spin multiplicity = 1
- frontier orbital gap (spin up / spin down) (eV) = 6.0085 / 6.1337
- net charge = +1
- HOMO level (spin up / spin down) (eV) = -10.971 / -10.974

Geometry as XYZ:
```
65
C27H23BBrN6O6W, DFT the ωB97M-V functional and the def2-TZVPD basis
W 0.6151 0.3281 1.8412
O -1.1439 0.9218 1.4583
N -1.3783 1.6317 0.3827
N -0.2165 2.1497 -0.0380
O 0.8883 1.3669 0.2915
C -0.2172 2.7055 -1.3624
C 0.0906 1.8970 -2.4487
C 0.0200 2.4261 -3.7249
C -0.3529 3.7526 -3.9043
C -0.6351 4.5554 -2.8084
C -0.5650 4.0344 -1.5250
H 0.4089 0.8742 -2.2847
H 0.2510 1.8007 -4.5763
H -0.4224 4.1613 -4.9033
H -0.9056 5.5932 -2.9465
H -0.7840 4.6502 -0.6625
C 1.4367 -2.7705 3.1549
O 0.7990 -2.1864 2.0076
C -0.0946 -2.9845 1.3296
C -0.4168 -4.2916 1.6248
C -1.3198 -4.9506 0.7899
Br -1.7489 -6.7472 1.1746
C -1.8988 -4.3230 -0.2932
C -1.5836 -2.9915 -0.5704
C -0.6659 -2.3535 0.2405
O -0.2186 -1.0673 -0.0035
C -2.1526 -2.3088 -1.7358
N -2.3692 -2.8771 -2.8780
C -2.8147 -1.8700 -3.7213
C -3.1986 -1.9350 -5.0585
C -3.6152 -0.7653 -5.6612
C -3.6512 0.4482 -4.9597
C -3.2700 0.5322 -3.6339
C -2.8504 -0.6475 -3.0348
N -2.3873 -0.9340 -1.7551
H 2.0126 -3.6398 2.8418
H 0.6979 -3.0356 3.9098
H 2.1183 -2.0249 3.5503
H 0.0181 -4.8146 2.4628
H -2.5923 -4.8413 -0.9396
H -0.5996 -0.7797 -0.8536
H -3.1703 -2.8762 -5.5902
H -3.9282 -0.7814 -6.6964
H -3.9856 1.3409 -5.4715
H -3.3042 1.4700 -3.0935
H -2.6428 -0.3803 -0.9490
O 0.6599 -0.5134 5.6001
C 0.6609 0.1161 4.5937
O -0.0336 -0.2445 3.4819
C 1.4342 1.3524 4.3255
C 2.2025 1.9852 5.2785
C 2.8813 3.1388 4.9362
C 2.7415 3.6309 3.6406
C 1.9648 2.9558 2.7317
N 1.3115 1.8216 3.0445
H 2.2494 1.5470 6.2664
H 3.5077 3.6514 5.6525
H 3.2497 4.5357 3.3405
H 1.8378 3.2960 1.7131
B 5.0025 -0.9379 0.9410
C 3.6052 -0.5102 1.3136
N 2.5213 -0.1785 1.6097
H 5.5169 -1.3973 1.9293
H 5.5596 0.0567 0.5485
H 4.8708 -1.7682 0.0764
```

Atom charges from the Mulliken analysis, given in e for atoms 1 to 6: 2.20 -0.33 -0.49 0.76 -0.55 0.05

---

A cluster of 2 separate species, C4H7NO3 in total, computed with the ωB97M-V functional and the def2-TZVPD basis.

Summary:
- DFT total energy (eV) = -11887.5017
- ΔE to the lowest compared entry with this formula, charge and spin (eV) = 7.776
- spin multiplicity = 1
- frontier orbital gap (eV) = 9.7910
- net charge = 0
- HOMO level (eV) = -8.959

Geometry as XYZ:
```
15
C4H7NO3, DFT the ωB97M-V functional and the def2-TZVPD basis
C 0.3904 1.5239 -0.5296
N 1.0448 1.5263 -1.6294
O 0.6599 1.3226 -2.7733
O 2.4197 1.8065 -1.5039
H 0.9043 1.7398 0.3833
H -0.6615 1.3246 -0.5725
H 2.7786 1.8263 -2.4085
C 0.7940 -0.6188 1.9764
C -0.1891 -0.6306 1.2917
O -1.2586 -0.7126 0.5540
C -1.9935 -1.9176 0.6622
H 1.6856 -0.5188 2.5181
H -1.3463 -2.7921 0.5264
H -2.7405 -1.8905 -0.1304
H -2.4877 -1.9888 1.6355
```

Atom charges from the Mulliken analysis, given in e for atoms 1 to 6: -0.76 0.76 -0.71 -0.46 0.38 0.40

---

A structure of composition C4Cl2LaO4V at a distorted geometry, computed with the ωB97M-V functional and the def2-TZVPD basis.

Summary:
- DFT total energy (eV) = -63878.0307
- ΔE to the lowest compared entry with this formula, charge and spin (eV) = 0.000
- spin multiplicity = 3
- ⟨S²⟩ = 2.04
- frontier orbital gap (spin up / spin down) (eV) = 5.1557 / 5.7881
- net charge = +4
- HOMO level (spin up / spin down) (eV) = -23.774 / -23.774

Geometry as XYZ:
```
12
C4Cl2LaO4V, DFT the ωB97M-V functional and the def2-TZVPD basis
La 0.1537 0.5052 -3.0194
V 0.0875 -0.4413 3.6469
Cl -0.8161 2.8037 -2.7947
Cl 2.0134 -0.9750 2.8902
C -0.7358 -1.4255 4.9799
C -0.3879 0.9333 -5.2455
C 0.4605 -1.2996 -4.5266
O -1.3209 -1.9734 5.8342
O -0.5830 0.8553 -6.3946
O 0.5584 -2.0453 -5.4122
O 0.3291 2.0133 5.3505
C 0.2410 1.0495 4.6914
```

Atom charges from the Mulliken analysis, given in e for atoms 1 to 6: 1.71 0.89 -0.22 0.04 0.44 0.22